# 1
{"formula": "C36H49N10PS3SiTi", "method": "wB97M-V/def2-TZVPD", "s2": 0.839, "homo_lumo_gap_ev": [6.47, 6.32], "charge": 1, "spin_multiplicity": 2, "homo_ev": [-9.56, -9.73], "symbols": ["Ti", "S", "S", "S", "P", "Si", "N", "N", "N", "N", "N", "N", "N", "N", "N", "N", "C", "C", "C", "C", "C", "C", "C", "C", "C", "C", "C", "C", "C", "C", "C", "C", "C", "C", "C", "C", "C", "C", "C", "C", "C", "C", "C", "C", "C", "C", "C", "C", "C", "C", "C", "C", "H", "H", "H", "H", "H", "H", "H", "H", "H", "H", "H", "H", "H", "H", "H", "H", "H", "H", "H", "H", "H", "H", "H", "H", "H", "H", "H", "H", "H", "H", "H", "H", "H", "H", "H", "H", "H", "H", "H", "H", "H", "H", "H", "H", "H", "H", "H", "H", "H"], "xyz": [[-0.6372, 0.0827, 0.2769], [4.3817, -2.3481, -2.9514], [1.5838, -1.3184, -3.2352], [3.6976, -2.0110, 0.7613], [-1.5178, -1.2261, 2.4858], [-3.5553, 2.0953, 1.0594], [1.4471, -0.8109, 0.6817], [3.4277, -1.5242, -5.1598], [-0.3118, 1.3542, -1.2531], [-2.7109, -1.6238, -0.8806], [3.1249, 0.1552, -0.6831], [1.3185, -1.8491, 1.6033], [0.2364, 1.5275, 1.8159], [-0.5166, -2.3478, -0.6221], [-1.8889, 1.4708, 1.0696], [-2.0823, -0.4695, -0.8922], [-2.5097, 0.5322, -1.7523], [2.5257, -3.7026, 2.7033], [-1.8372, 2.5928, -2.8012], [2.6581, -0.7740, 0.1593], [3.0513, -1.6796, -3.8850], [-3.7892, 3.4523, -0.1801], [0.1398, 4.1973, 2.4871], [-1.8176, -2.6577, -0.6663], [1.6525, 2.7702, -0.9462], [5.5639, -2.2369, -4.3340], [-0.9629, 3.6095, 1.9252], [-1.6192, -3.0484, 2.6014], [-2.2879, -3.9693, -0.6512], [3.0210, -3.2691, 4.0889], [4.7100, -2.0707, -5.5953], [2.3783, -2.5449, 1.7619], [-3.9593, 1.5622, -3.3501], [-3.0254, 2.6025, -3.4922], [2.7953, 3.4030, -1.4280], [1.1605, 1.9684, -3.1461], [-1.3662, -4.9920, -0.6607], [-0.5698, -0.7555, 3.9768], [-0.8987, 2.2371, 1.6149], [-3.1880, -0.8240, 3.1137], [1.2883, 3.4396, 2.7485], [-0.0081, -4.6804, -0.7009], [-4.8022, 0.7524, 0.7214], [-3.7049, 0.5343, -2.4786], [2.2919, 2.6041, -3.6276], [-3.8764, 2.8001, 2.7713], [-1.5234, 1.5243, -1.9388], [2.5293, 1.2731, 2.6454], [0.3606, -3.3474, -0.6769], [0.8270, 2.0387, -1.7916], [1.3087, 2.1136, 2.3910], [3.1239, 3.3235, -2.7710], [3.4155, 3.9733, -0.7446], [6.2253, -1.3906, -4.1734], [4.5682, -3.0261, -6.0985], [2.3111, -2.5857, 4.5593], [3.9889, -2.7670, 4.0241], [-3.3574, -4.1436, -0.6659], [-1.1304, 3.4033, -2.9274], [-3.2704, 0.2385, 3.3417], [2.7262, -1.2425, -5.8270], [6.1519, -3.1484, -4.3673], [-4.1558, 3.0490, -1.1282], [-3.9468, -1.0827, 2.3748], [0.1200, 5.2522, 2.7360], [2.4691, 0.7893, -1.1174], [-1.8608, 4.1794, 1.7205], [-1.6937, -6.0242, -0.6642], [3.9551, -0.0563, -1.2130], [3.1211, 1.7051, 3.4521], [-3.2444, 3.4319, -4.1567], [-4.7123, 2.2791, 3.2502], [-4.8813, 1.5761, -3.9217], [3.1345, -4.1393, 4.7370], [-3.3696, -1.3995, 4.0215], [-3.0052, 2.7172, 3.4302], [3.1609, 1.2296, 1.7534], [0.7482, -5.4520, -0.7661], [-1.0038, -1.2448, 4.8507], [-1.6466, -3.3480, 3.6504], [5.1844, -1.3863, -6.2918], [-2.5416, -3.3732, 2.1214], [-4.5357, 4.1616, 0.1973], [2.5291, 2.5366, -4.6843], [1.5604, -4.2014, 2.7833], [0.5316, 1.3983, -3.8167], [1.3879, 2.8669, 0.0962], [-4.1424, 3.8627, 2.7184], [-2.8694, 4.0046, -0.3927], [-0.6370, 0.3245, 4.1061], [1.4042, -3.0621, -0.7330], [-0.7829, -3.5330, 2.0974], [0.4764, -1.0279, 3.8842], [-5.4659, 1.0707, -0.0926], [-4.3647, -0.2042, 0.4322], [2.1544, 3.8809, 3.2252], [-4.4042, -0.2800, -2.3376], [3.2251, -4.4178, 2.2676], [-5.4219, 0.5902, 1.6094], [2.2512, 0.2553, 2.9196], [4.0064, 3.8242, -3.1529]], "atomic_forces_ev_per_a": [[1.5, 0.1, 0.6], [0.0, 0.0, 0.0], [0.0, -0.2, -0.1], [0.2, -0.1, 0.1], [0.0, -0.1, 0.3], [0.2, -0.2, 0.1], [0.3, -0.7, 0.0], [0.1, 0.0, -0.1], [-0.1, 0.1, -0.8], [0.0, 0.1, -0.4], [0.1, -0.2, 0.2], [-0.2, 0.5, -0.1], [-0.1, 0.2, -0.1], [-0.1, 0.2, 0.3], [0.0, 0.2, 0.2], [-1.0, -0.4, -0.7], [0.0, 0.1, 0.2], [0.0, 0.1, 0.1], [0.2, 0.0, 0.0], [-0.3, 0.2, 0.0], [0.0, 0.0, 0.0], [0.0, 0.3, -0.3], [0.1, 0.0, 0.0], [-0.2, 0.3, -0.1], [0.0, 0.4, 0.1], [-0.1, 0.0, 0.1], [0.0, 0.2, 0.0], [0.1, 0.0, 0.0], [-0.2, -0.2, 0.0], [0.0, 0.0, 0.0], [-0.1, 0.0, 0.2], [0.2, -0.1, 0.0], [0.0, 0.1, -0.1], [-0.1, 0.0, -0.1], [0.0, 0.0, 0.0], [-0.1, -0.1, -0.1], [0.0, 0.0, 0.0], [-0.1, 0.0, 0.0], [-0.3, -0.2, 0.1], [0.0, 0.0, -0.2], [0.0, 0.2, 0.1], [0.0, 0.0, 0.0], [-0.2, -0.2, -0.1], [-0.1, -0.1, 0.1], [0.1, 0.0, 0.0], [0.0, 0.1, 0.3], [0.4, 0.0, 0.1], [0.0, 0.0, 0.0], [0.1, 0.0, 0.1], [-0.5, 0.0, 0.4], [0.1, -0.4, 0.0], [0.0, -0.1, 0.0], [0.0, 0.0, 0.0], [0.0, 0.1, 0.0], [-0.1, -0.1, 0.0], [0.0, 0.0, 0.0], [-0.1, 0.0, 0.0], [0.1, 0.0, 0.0], [0.0, 0.0, 0.0], [0.0, 0.0, 0.0], [0.0, 0.0, 0.0], [0.1, 0.0, 0.0], [0.1, 0.1, 0.1], [0.1, 0.0, 0.1], [0.0, 0.0, 0.0], [0.0, 0.0, -0.1], [0.1, 0.0, 0.0], [0.0, 0.0, 0.0], [0.0, 0.0, 0.0], [0.0, 0.0, 0.0], [0.0, -0.1, 0.1], [0.1, 0.1, 0.0], [0.1, 0.0, 0.1], [0.0, 0.1, 0.0], [0.0, 0.0, 0.1], [-0.2, 0.0, 0.0], [0.0, 0.0, 0.0], [0.0, 0.0, 0.0], [0.0, 0.0, 0.0], [0.0, 0.0, 0.0], [0.0, 0.1, -0.1], [0.0, 0.0, 0.0], [0.1, -0.1, -0.1], [0.0, 0.0, 0.1], [-0.1, 0.0, 0.0], [0.0, 0.0, 0.0], [0.0, 0.0, 0.0], [0.0, -0.2, 0.0], [-0.1, 0.0, 0.0], [0.0, 0.0, 0.0], [0.0, 0.0, 0.0], [0.0, 0.1, 0.0], [0.1, 0.0, 0.0], [0.1, -0.1, 0.1], [0.0, 0.0, 0.0], [-0.1, 0.0, 0.0], [0.0, 0.0, 0.0], [0.0, 0.0, 0.0], [0.1, 0.0, -0.1], [0.0, 0.1, 0.0], [-0.1, 0.0, 0.0]]}

---

# 2
{"formula": "C4H7NS", "method": "wB97M-V/def2-TZVPD", "homo_lumo_gap_ev": 7.94, "smiles": "CN/C=C\\C=S", "e_above_lowest_kcal_mol": 32.2, "spin_multiplicity": 1, "homo_ev": -7.96, "symbols": ["S", "N", "C", "C", "C", "C", "H", "H", "H", "H", "H", "H", "H"], "xyz": [[-3.4323, -0.1500, 0.0772], [1.3011, 0.2448, 0.0412], [-1.7901, -0.1598, -0.1213], [1.1291, -1.1813, 0.0188], [-1.0161, 1.0588, -0.1160], [0.3371, 1.2039, 0.0765], [-1.2669, -1.1307, -0.2644], [2.2735, 0.5700, 0.1149], [0.5868, -1.4873, 0.9033], [0.7978, 2.1972, 0.1026], [0.5441, -1.5066, -0.8534], [-1.5714, 1.9674, -0.0370], [2.1073, -1.6265, 0.0576]], "atomic_forces_ev_per_a": [[0.9, -0.2, -0.2], [1.1, 1.0, 0.2], [-0.4, 0.0, 0.0], [-0.6, 0.2, -0.1], [0.8, -0.5, 0.8], [0.2, -0.7, -1.2], [-0.6, 0.8, 0.2], [-1.1, -0.2, 0.0], [-0.2, -0.3, 0.3], [-0.5, -0.2, 0.2], [0.5, 0.0, 0.1], [-0.4, 0.4, -0.1], [0.3, -0.3, -0.2]]}

---

# 3
{"formula": "C2H11N3O", "method": "wB97M-V/def2-TZVPD", "homo_lumo_gap_ev": 9.95, "smiles": "NCN.NCO", "e_above_lowest_kcal_mol": 13.8, "spin_multiplicity": 1, "homo_ev": -9.29, "symbols": ["O", "N", "N", "N", "C", "C", "H", "H", "H", "H", "H", "H", "H", "H", "H", "H", "H"], "xyz": [[-0.4483, 3.2759, 2.2383], [1.9773, -2.4704, -1.4592], [-2.1335, 2.0630, 3.3576], [1.3459, -1.4845, -3.5535], [0.8321, -2.0591, -2.2796], [-0.9567, 1.9897, 2.4991], [2.2278, -3.3838, -1.8257], [0.7815, -0.6976, -3.7973], [1.6500, -2.6598, -0.5195], [-2.8230, 2.6433, 2.8825], [0.3172, -1.2530, -1.7387], [-0.2539, 1.4496, 3.1287], [0.0877, -2.8113, -2.5382], [-1.1728, 1.5539, 1.5194], [-2.5668, 1.1435, 3.3532], [-1.1546, 3.9003, 2.0631], [2.2902, -1.1996, -3.3302]], "atomic_forces_ev_per_a": [[0.7, 0.1, 0.4], [-0.8, -0.7, -0.6], [-0.6, 0.1, -0.5], [0.2, -1.3, 0.8], [0.1, 1.7, -0.4], [-0.6, 0.7, 0.3], [0.5, 0.0, 0.1], [-0.1, 0.6, -0.3], [0.0, 0.1, 0.1], [-0.1, 0.0, 0.1], [-0.1, -0.3, 0.2], [0.6, -0.1, -0.7], [0.1, -0.4, 0.2], [0.2, -0.6, 0.1], [0.0, -0.1, 0.3], [-0.2, -0.1, 0.0], [0.0, 0.4, -0.2]]}

---

# 4
{"formula": "C8H10Br2", "method": "wB97M-V/def2-TZVPD", "homo_lumo_gap_ev": 10.48, "smiles": "BrC1([C@]2(Br)CC23CC3)CC1", "e_above_lowest_kcal_mol": 80.5, "spin_multiplicity": 1, "homo_ev": -9.73, "symbols": ["Br", "Br", "C", "C", "C", "C", "C", "C", "C", "C", "H", "H", "H", "H", "H", "H", "H", "H", "H", "H"], "xyz": [[-2.3963, 1.2326, -0.2973], [1.1683, 2.1865, -0.8856], [1.2906, 0.8619, 1.6420], [0.3255, 2.0156, 1.8893], [0.3391, 1.2054, 0.6033], [-0.8262, -1.2127, 0.5288], [-0.8862, -1.1828, -2.0894], [-0.7663, 0.2510, 0.1185], [-0.4178, -0.8527, -0.7771], [0.6278, -1.3073, -1.7698], [-1.1653, -0.3591, -2.7092], [2.3419, 0.9062, 1.5201], [-1.8317, -1.8169, 0.5699], [0.6521, 2.9816, 1.8263], [-0.4236, 1.8290, 2.5869], [1.3685, -0.6572, -2.2788], [0.0323, -1.5371, 1.2565], [0.9848, -0.1638, 2.0340], [1.0584, -2.3253, -1.6045], [-1.4759, -2.0550, -2.1638]], "atomic_forces_ev_per_a": [[0.3, -0.4, 0.2], [-0.4, -0.1, 0.1], [-1.0, -2.5, 1.2], [0.5, -3.0, -1.2], [-0.9, 0.5, -1.1], [-0.7, -2.3, 2.9], [1.0, -0.2, -0.6], [0.7, 1.4, 0.3], [1.8, 0.8, -1.5], [0.1, -0.4, -0.1], [-0.2, 0.4, -0.4], [0.7, 0.6, -0.2], [1.9, 1.5, 0.5], [1.0, 2.2, -0.2], [-1.3, -0.3, 0.9], [-0.9, -0.1, 0.6], [-2.0, 0.4, -1.3], [0.6, 1.7, 0.2], [-0.7, 0.9, 0.0], [-0.5, -0.9, -0.4]]}

---

# 5
{"formula": "C6H16", "method": "wB97M-V/def2-TZVPD", "s2": 0.753, "homo_lumo_gap_ev": [11.73, 4.38], "charge": 1, "e_above_lowest_kcal_mol": 12.3, "spin_multiplicity": 2, "homo_ev": [-14.64, -14.64], "symbols": ["C", "C", "C", "C", "C", "C", "H", "H", "H", "H", "H", "H", "H", "H", "H", "H", "H", "H", "H", "H", "H", "H"], "xyz": [[-1.4962, 0.3627, -1.6346], [0.4379, 1.6374, 2.5346], [0.8566, -0.6148, -1.6152], [1.6737, 0.8990, 2.0380], [-1.1958, -2.0085, -0.8790], [-0.4754, -0.6606, -0.8849], [0.8334, -0.9554, -2.6467], [-1.6611, -2.2743, 0.0730], [-0.4342, -0.3674, 0.1631], [0.7057, 2.6280, 2.9139], [-0.4280, -2.7101, -1.2463], [1.4788, -1.3364, -1.0574], [-2.0621, -2.1630, -1.5409], [-0.3089, 1.8371, 1.7616], [-1.9393, -0.1084, -2.5038], [2.5799, 1.4922, 2.1557], [1.5770, 0.9698, 0.9427], [-2.2718, 0.6066, -0.9040], [1.3179, 0.3609, -1.5209], [-0.1255, 1.2787, 3.4012], [1.8610, -0.1354, 2.3008], [-0.9236, 1.2620, -1.8509]], "atomic_forces_ev_per_a": [[-1.6, 1.0, -0.8], [-0.6, 0.9, 1.2], [-0.6, 0.3, 0.3], [0.0, 0.8, -1.6], [-0.9, 0.1, -0.5], [1.3, -2.0, 1.6], [-0.2, 0.1, -0.1], [0.5, 0.3, 0.3], [0.5, 0.7, -0.2], [0.2, 0.1, -0.3], [-0.2, -0.1, 0.0], [0.0, 0.1, 0.1], [0.3, 0.0, -0.4], [0.1, -0.2, -0.1], [0.2, 0.2, -0.2], [0.0, -0.2, 0.6], [0.2, -0.6, 0.0], [0.1, -0.5, 0.2], [0.2, 0.1, -0.1], [0.3, -0.7, -0.2], [-0.2, 0.0, 0.3], [0.5, -0.3, -0.1]]}

---

# 6
{"formula": "H6O3", "method": "wB97M-V/def2-TZVPD", "homo_lumo_gap_ev": 11.32, "smiles": "O.O.O", "e_above_lowest_kcal_mol": 6.3, "spin_multiplicity": 1, "homo_ev": -10.71, "symbols": ["O", "O", "O", "H", "H", "H", "H", "H", "H"], "xyz": [[-0.0905, 1.0968, -0.6331], [2.0656, -1.2582, -0.2571], [-2.3860, 0.4485, 0.7943], [-0.3493, 0.8752, -1.5276], [-2.4932, 0.9025, 1.6302], [2.4747, -1.4987, 0.5741], [-1.5512, 0.7686, 0.4526], [1.5579, -2.0302, -0.5070], [0.7719, 0.6955, -0.5263]], "atomic_forces_ev_per_a": [[-0.1, 0.3, 0.0], [0.0, 0.3, -0.2], [-0.6, -0.2, 0.2], [-0.1, 0.0, -0.2], [-0.1, 0.1, 0.2], [0.1, 0.0, 0.2], [0.6, 0.1, -0.4], [-0.2, -0.2, -0.1], [0.4, -0.4, 0.2]]}

---

Number 1: strongest force on any atom 1.62 eV/A. Number 2: strongest force on any atom 1.49 eV/A. Number 3: strongest force on any atom 1.70 eV/A. Number 4: strongest force on any atom 3.81 eV/A. Number 5: strongest force on any atom 2.85 eV/A. Number 6: strongest force on any atom 0.69 eV/A.